Run P
Computed, not measured: a cluster of 2 separate species, C2H8NO2P in total, with wB97M-V/def2-TZVPD.

Structure (XYZ):
```
14
Properties=species:S:1:pos:R:3:lowdin_charge:R:1
C 2.49327 1.12222 0.44865 0.070
C 0.02309 -1.57860 -0.21041 -0.236
N -1.68867 0.33266 -0.81206 -0.231
O -1.20739 -0.07108 1.66092 -0.392
O -2.85534 0.93511 -0.30416 -0.123
P -0.50769 0.08655 0.37543 0.683
H 1.83363 1.91697 0.69747 -0.046
H 3.01870 0.54891 1.12080 -0.039
H 2.75397 1.10509 -0.59772 -0.012
H 0.33482 -1.38056 -1.25313 0.026
H 0.90553 -1.90403 0.29370 0.012
H -0.77037 -2.40201 -0.41346 0.086
H -1.47077 0.82660 -1.63935 0.080
H -2.86277 0.46217 0.63331 0.123
```

## Properties
Charge: 0
LUMO level (spin up / spin down) (eV): -1.27 / -0.20
Multiplicity: 1
Kohn-Sham gap (spin up / spin down) (eV): 7.8 / 8.1
E_HOMO (spin up / spin down) (Eh): -0.3316 / -0.3053
M (g mol⁻¹): 109.06

=====

Run Q
Computed, not measured: an isolated molecule of C2H8NO2P, with wB97M-V/def2-TZVPD.

Structure (XYZ):
```
14
Properties=species:S:1:pos:R:3:lowdin_charge:R:1
C -1.93771 0.73907 0.93142 -0.147
O -1.25734 -0.43611 0.42300 -0.459
P -0.51224 -0.35566 -1.03326 0.898
O 1.04844 -0.77690 -0.61470 -0.375
C 1.86163 0.30157 -0.32338 -0.424
N 1.84418 0.56928 1.12731 0.019
H -1.28766 1.66566 0.73916 0.087
H -1.92569 0.80277 1.99503 0.068
H -2.86453 0.80880 0.43014 0.062
H -0.92586 -1.57697 -1.38824 -0.061
H 2.94665 0.10463 -0.57842 0.121
H 1.67559 1.22036 -0.92826 0.103
H 1.19325 1.31401 1.34640 0.045
H 1.31519 -0.21479 1.49872 0.063
```

## Properties
Charge: 0
LUMO level (eV): 0.92
Multiplicity: 1
Kohn-Sham gap (eV): 10.4
E_HOMO (Eh): -0.3465
SMILES: COPOCN
M (g mol⁻¹): 109.06

=====

Quick ranking, most stable first: run Q, run P.